Entry 1:
ORCA calculation (the ωB97M-V functional and the def2-TZVPD basis) on a structure of composition C35H39BCoF2N7O2P3Se2.

E_HOMO (spin up / spin down): -6.6 / -7.7 eV
energy: -253754.8738 eV
spin multiplicity: 4
energy relative to the best compared isomer or geometry (same formula, charge and spin): 0.0 kcal per mole

Last column: Mulliken spin population.
Cartesian coordinates (Å):
Co1 0.187 1.534 -2.491  2.713
N1 1.075 0.188 -3.936  0.054
C1 0.715 0.596 -5.307  -0.003
C2 -0.772 0.402 -5.582  0.006
C3 -1.717 1.382 -4.886  -0.007
O1 -2.707 1.792 -5.476  0.011
O2 -1.418 1.711 -3.680  0.033
H1 2.073 0.293 -3.768  0.001
H2 0.851 -0.794 -3.791  -0.004
H3 1.289 0.027 -6.047  0.003
H4 0.992 1.647 -5.415  0.000
H5 -1.067 -0.606 -5.269  -0.001
H6 -0.961 0.468 -6.653  0.000
Se1 -3.033 -1.630 3.170  0.000
P1 -1.024 -1.731 2.548  0.000
C4 0.056 -1.003 3.811  0.000
C5 0.072 -1.573 5.086  0.000
C6 0.746 -0.951 6.121  0.000
C7 1.385 0.263 5.905  0.000
C8 1.353 0.846 4.650  0.000
C9 0.696 0.213 3.602  0.000
C10 -0.567 -3.469 2.294  0.000
C11 -1.311 -4.160 1.335  0.000
C12 -1.069 -5.501 1.097  0.000
C13 -0.089 -6.170 1.821  0.000
C14 0.638 -5.495 2.787  0.000
C15 0.397 -4.147 3.027  0.000
C16 -0.697 -0.871 0.976  -0.002
C17 0.358 -0.517 0.115  0.011
N2 -0.212 0.168 -0.899  0.035
N3 -1.527 0.211 -0.693  0.004
N4 -1.830 -0.382 0.418  0.001
P2 2.155 -0.725 -0.107  0.001
Se2 3.004 0.975 -1.027  0.029
C18 2.983 -1.076 1.466  -0.009
C19 3.658 -0.037 2.103  0.008
C20 4.336 -0.268 3.286  0.001
C21 4.352 -1.537 3.844  0.001
C22 3.702 -2.580 3.202  0.000
C23 3.027 -2.352 2.012  -0.001
C24 2.311 -2.223 -1.126  -0.004
C25 1.519 -3.344 -0.881  0.001
C26 1.651 -4.478 -1.665  0.000
C27 2.568 -4.500 -2.707  0.000
C28 3.346 -3.382 -2.966  0.000
C29 3.218 -2.245 -2.180  0.001
H7 -0.483 -2.484 5.274  0.000
H8 0.753 -1.402 7.105  0.000
H9 1.900 0.756 6.719  0.000
H10 1.845 1.794 4.479  0.000
H11 0.673 0.675 2.625  0.000
H12 -2.087 -3.639 0.786  0.000
H13 -1.648 -6.027 0.350  0.000
H14 0.096 -7.221 1.641  0.000
H15 1.394 -6.016 3.360  0.000
H16 0.971 -3.625 3.779  0.000
H17 3.658 0.948 1.653  0.004
H18 4.856 0.546 3.774  0.000
H19 4.883 -1.718 4.769  0.000
H20 3.731 -3.578 3.619  0.000
H21 2.561 -3.182 1.504  0.000
H22 0.766 -3.327 -0.103  0.000
H23 1.027 -5.339 -1.464  0.000
H24 2.670 -5.385 -3.320  0.000
H25 4.054 -3.390 -3.784  0.000
H26 3.825 -1.369 -2.374  0.000
F1 1.044 4.530 -2.157  -0.003
B1 1.263 3.338 -2.792  0.064
F2 2.236 3.495 -3.717  0.001
C30 -3.775 4.474 0.669  -0.002
N5 -4.261 3.410 -0.320  0.003
C31 -4.705 4.120 -1.607  0.000
N6 -3.674 4.940 -2.123  0.000
C32 -3.246 5.911 -1.124  0.001
N7 -2.757 5.285 0.103  0.003
C33 -1.507 4.536 -0.136  0.015
P3 -1.679 3.156 -1.365  0.012
C34 -3.181 2.400 -0.598  0.015
C35 -2.554 4.148 -2.660  0.005
H27 -3.422 3.939 1.550  -0.001
H28 -4.655 5.073 0.917  0.000
H29 -5.065 2.929 0.084  0.000
H30 -5.581 4.711 -1.330  0.000
H31 -4.979 3.336 -2.313  0.000
H32 -4.093 6.555 -0.873  0.000
H33 -2.450 6.522 -1.546  0.000
H34 -1.150 4.135 0.816  0.000
H35 -0.744 5.223 -0.501  0.000
H36 -2.921 1.905 0.340  -0.002
H37 -3.582 1.636 -1.266  0.000
H38 -2.893 3.481 -3.454  0.002
H39 -1.825 4.824 -3.109  -0.003

Atoms 1-2, force components in eV/Å:
0.3 -0.2 -0.3
0.0 -0.1 0.1

---

Entry 2:
ORCA calculation (the ωB97M-V functional and the def2-TZVPD basis) on a cluster of 3 separate species, C35H39Br4F9N2O4 in total at a distorted geometry.

E_HOMO: -8.5 eV
energy: -352727.0811 eV
SMILES: Cc1cccc(Cc2c(CCC(F)(F)F)c(CC[C@@](F)(Br)C(F)(F)Br)c3nccnc3c2CC[C@](F)(Br)C(F)(F)Br)c1.CCOC(C)=O.CCOC(C)=O

Last column: Mulliken charge in e.
Cartesian coordinates (Å):
C1 4.002 -3.122 2.231  -1.541
C2 2.662 -2.505 1.938  0.676
C3 1.872 -2.048 3.000  -0.764
C4 0.634 -1.481 2.725  -1.111
C5 0.172 -1.367 1.415  -0.068
C6 0.948 -1.805 0.339  0.829
C7 0.519 -1.679 -1.118  -2.284
C8 -0.654 -0.729 -1.236  0.610
C9 -1.958 -1.318 -1.092  0.737
C10 -2.086 -2.817 -0.958  -1.838
C11 -2.060 -3.426 -2.392  -0.437
C12 -1.561 -4.840 -2.440  0.635
F1 -0.420 -5.026 -1.780  -0.239
F2 -2.466 -5.698 -1.942  -0.301
F3 -1.334 -5.226 -3.715  -0.309
C13 -3.078 -0.514 -1.111  0.799
C14 -4.471 -1.078 -0.921  -1.633
C15 -4.811 -1.535 0.515  -1.299
C16 -5.421 -0.516 1.450  0.708
F4 -5.655 -1.179 2.621  -0.319
Br1 -4.166 0.889 1.894  -0.062
C17 -6.789 0.063 0.919  0.494
F5 -7.182 -0.582 -0.179  -0.217
F6 -6.696 1.354 0.626  -0.184
Br2 -8.246 -0.102 2.229  -0.136
C18 -2.935 0.873 -1.349  0.342
N1 -4.069 1.639 -1.412  -0.463
C19 -3.870 2.901 -1.643  -0.639
C20 -2.596 3.459 -1.847  -0.593
N2 -1.511 2.749 -1.797  -0.333
C21 -1.653 1.419 -1.520  0.553
C22 -0.491 0.606 -1.429  0.624
C23 0.904 1.167 -1.558  -0.717
C24 1.238 2.563 -1.014  -2.055
C25 0.986 2.733 0.492  0.177
F7 0.324 1.703 1.034  -0.066
Br3 -0.003 4.414 0.812  -0.078
C26 2.328 2.888 1.244  0.680
F8 3.104 1.835 0.936  -0.185
F9 2.974 3.982 0.825  -0.235
Br4 2.122 2.960 3.163  -0.123
C27 2.191 -2.372 0.633  -0.776
H1 4.307 -3.814 1.451  0.386
H2 4.766 -2.358 2.354  0.275
H3 3.951 -3.675 3.165  0.418
H4 2.243 -2.133 4.010  0.438
H5 0.032 -1.137 3.554  0.468
H6 -0.796 -0.912 1.271  0.509
H7 1.381 -1.335 -1.670  0.887
H8 0.279 -2.643 -1.541  0.756
H9 -1.268 -3.225 -0.381  0.278
H10 -3.040 -3.085 -0.533  0.745
H11 -1.380 -2.822 -2.987  -0.033
H12 -3.038 -3.380 -2.858  0.697
H13 -4.542 -1.964 -1.548  0.197
H14 -5.210 -0.393 -1.308  0.796
H15 -5.562 -2.321 0.425  0.369
H16 -3.957 -1.989 1.002  0.652
H17 -4.734 3.552 -1.681  0.470
H18 -2.507 4.518 -2.048  0.504
H19 1.143 1.179 -2.615  0.363
H20 1.628 0.492 -1.118  0.229
H21 2.305 2.701 -1.176  0.673
H22 0.766 3.340 -1.588  0.680
H23 2.832 -2.727 -0.165  0.399
O1 0.994 -0.641 -3.902  -0.362
C28 0.703 -0.620 -5.068  0.729
O2 0.952 0.498 -5.769  -0.384
C29 0.809 0.579 -7.191  -0.439
C30 -0.609 0.920 -7.597  -1.009
C31 -0.010 -1.775 -5.730  -1.217
H24 1.168 -0.335 -7.667  0.383
H25 1.485 1.376 -7.495  0.330
H26 -1.312 0.144 -7.296  0.274
H27 -0.674 1.042 -8.678  0.379
H28 -0.923 1.849 -7.120  0.300
H29 -1.083 -1.656 -5.576  0.251
H30 0.313 -2.695 -5.247  0.332
H31 0.191 -1.873 -6.793  0.418
O3 2.095 2.309 6.751  -0.535
C32 3.235 2.645 6.910  0.725
O4 4.157 2.252 6.011  -0.304
C33 5.491 2.760 5.979  -0.436
C34 6.413 1.989 6.901  -0.982
C35 3.674 3.431 8.125  -1.037
H32 5.502 3.831 6.185  0.363
H33 5.813 2.636 4.946  0.347
H34 6.110 2.084 7.944  0.275
H35 7.436 2.352 6.806  0.357
H36 6.393 0.929 6.650  0.304
H37 3.892 2.733 8.932  0.278
H38 2.848 4.069 8.428  0.308
H39 4.539 4.067 7.955  0.336

Atoms 1-2, force components in eV/Å:
-0.2 0.0 0.1
-0.2 0.1 0.1

---

Entry 3:
ORCA calculation (the ωB97M-V functional and the def2-TZVPD basis) on a structure of composition C35H39BrFeN4O at a distorted geometry.

total charge: +2
E_HOMO (spin up / spin down): -13.2 / -13.2 eV
energy: -149350.4369 eV
spin multiplicity: 5

Last column: Mulliken spin population.
Cartesian coordinates (Å):
Fe1 -0.582 -0.645 -1.205  3.709
C1 2.268 -3.067 -1.812  -0.011
C2 0.778 -2.831 -1.869  0.019
C3 0.182 -2.380 -3.070  0.077
C4 0.994 -2.217 -4.333  -0.005
C5 -1.206 -2.179 -3.137  0.001
C6 -1.812 -1.716 -4.440  -0.014
C7 -2.021 -2.524 -2.032  -0.017
C8 -3.516 -2.330 -2.120  0.009
C9 -1.440 -3.117 -0.894  0.098
C10 -2.269 -3.804 0.157  -0.003
C11 -0.036 -3.180 -0.776  0.000
C12 0.570 -3.724 0.489  0.002
H1 2.844 -2.141 -1.747  0.003
H2 2.600 -3.591 -2.706  0.000
H3 2.549 -3.682 -0.965  0.000
H4 0.774 -3.058 -4.998  0.003
H5 2.065 -2.238 -4.170  0.000
H6 0.738 -1.312 -4.881  0.004
H7 -1.686 -0.643 -4.606  0.002
H8 -2.873 -1.934 -4.496  0.000
H9 -1.333 -2.221 -5.276  0.000
H10 -3.985 -3.154 -2.660  0.000
H11 -3.770 -1.412 -2.648  0.001
H12 -3.975 -2.282 -1.136  -0.001
H13 -2.217 -3.318 1.130  0.001
H14 -1.886 -4.818 0.286  0.000
H15 -3.314 -3.885 -0.124  -0.001
H16 0.721 -4.803 0.398  0.001
H17 -0.071 -3.548 1.346  0.000
H18 1.532 -3.269 0.709  0.002
Br1 -5.815 -0.716 3.919  0.000
C13 -4.143 -0.779 3.076  0.002
C14 -4.069 -0.670 1.694  0.009
C15 -2.825 -0.717 1.083  0.076
C16 -1.674 -0.840 1.839  -0.059
C17 -1.750 -0.983 3.215  0.006
C18 -2.989 -0.945 3.834  0.000
N1 -0.385 -0.921 1.204  0.051
C19 0.320 0.121 0.992  -0.040
C20 0.825 1.732 -1.301  -0.029
C21 1.656 2.806 -1.595  -0.012
C22 2.682 2.610 -2.488  0.004
C23 2.843 1.351 -3.073  0.003
C24 1.967 0.350 -2.752  0.038
N2 0.958 0.515 -1.864  0.048
H19 -4.969 -0.553 1.107  0.000
H20 -2.781 -0.623 -0.004  -0.021
H21 -0.850 -1.114 3.801  0.000
H22 -3.064 -1.048 4.908  0.000
H23 1.279 -0.083 0.522  0.029
H24 1.472 3.758 -1.125  0.000
H25 3.350 3.422 -2.741  -0.001
H26 3.630 1.161 -3.789  0.001
H27 2.061 -0.616 -3.195  0.003
C25 0.826 3.662 3.951  0.000
N3 0.196 3.289 2.690  0.000
N4 0.851 2.296 1.935  0.005
C26 -0.070 1.562 1.192  -0.021
O1 -0.233 1.853 -0.475  0.027
C27 -1.356 2.018 1.707  0.002
C28 -1.137 3.034 2.566  -0.003
C29 -2.129 3.832 3.336  0.000
C30 2.214 2.539 1.573  0.003
C31 3.127 1.494 1.522  0.000
C32 4.433 1.742 1.119  0.000
C33 4.839 3.032 0.812  0.000
C34 3.932 4.080 0.914  0.000
C35 2.621 3.837 1.287  0.000
H28 1.904 3.587 3.843  0.000
H29 0.508 3.018 4.772  0.000
H30 0.580 4.698 4.174  0.000
H31 -2.312 1.746 1.308  0.002
H32 -3.134 3.624 2.979  0.000
H33 -1.932 4.899 3.237  0.000
H34 -2.085 3.577 4.396  0.000
H35 2.849 0.497 1.835  0.000
H36 5.143 0.927 1.081  0.000
H37 5.864 3.225 0.527  0.000
H38 4.247 5.093 0.698  0.000
H39 1.903 4.646 1.341  0.000

Atoms 1-2, force components in eV/Å:
0.2 -1.2 0.0
0.0 -0.1 0.0